[1]
DFT (ωB97M-V/def2-TZVPD) results for a cluster of 2 separate species, C3H7BrN2O2S in total at a distorted geometry.

Results
* ΔE to the lowest compared entry with this formula, charge and spin: 347.1 kJ/mol
* charge: 0
* HOMO level (alpha / beta): -0.359 / -0.330 Ha
* E_tot: -91173.6085 eV

CARTESIAN COORDINATES (ANGSTROEM)
C -0.451 -0.353 0.311
C 1.565 -0.248 -0.938
C 1.164 1.473 0.832
N -0.990 -1.193 -0.509
N 0.605 0.360 0.043
O -2.967 -2.699 -0.941
O -2.227 -2.352 1.398
S -2.464 -1.836 0.075
Br -2.330 2.347 -1.251
H -1.017 0.150 1.191
H 2.471 0.160 -0.612
H 1.460 -1.336 -0.779
H 1.331 0.094 -1.901
H 0.508 1.761 1.630
H 2.170 1.193 1.276
H 1.175 2.478 0.176

=====

[2]
DFT (ωB97M-V/def2-TZVPD) results for the molecule C4H4BrN3 at a distorted geometry.

Results
* ΔE to the lowest compared entry with this formula, charge and spin: 86.6 kJ/mol
* charge: 0
* HOMO level (alpha / beta): -0.385 / -0.385 Ha
* E_tot: -78722.3535 eV

CARTESIAN COORDINATES (ANGSTROEM)
C -2.122 -2.247 0.524
C -0.296 -0.572 0.425
C 0.237 0.192 -0.789
C -1.540 -1.201 -0.260
N -2.445 -2.994 1.326
N -0.400 -0.468 -2.002
N -1.370 -1.125 -1.670
Br -3.581 0.096 0.087
H 0.322 -1.378 0.862
H -0.510 0.174 1.172
H -0.266 1.197 -0.698
H 1.315 0.367 -0.824

=====

[3]
DFT (ωB97M-V/def2-TZVPD) results for a structure of composition C6H14HgN4O2S3Sb.

Results
* ΔE to the lowest compared entry with this formula, charge and spin: 0.0 kJ/mol
* charge: -1
* HOMO level: -0.151 Ha
* E_tot: -59728.8019 eV

CARTESIAN COORDINATES (ANGSTROEM)
Hg 0.137 0.595 -0.008
N -0.080 -1.869 -0.264
C 1.011 -2.456 -1.022
C 0.576 -3.571 -1.997
C -0.656 -3.311 -2.878
C -0.375 -2.671 -4.236
N 0.445 -1.474 -4.169
C -0.017 -0.254 -3.897
N 0.873 0.747 -3.749
N -1.318 0.027 -3.839
C 1.954 -1.372 -1.621
O 2.678 -1.700 -2.583
O 1.988 -0.231 -1.075
H -0.207 -2.250 0.663
H -0.996 -1.829 -0.720
H 1.680 -2.940 -0.301
H 0.346 -4.439 -1.375
H 1.438 -3.843 -2.611
H -1.402 -2.715 -2.347
H -1.143 -4.268 -3.083
H -1.311 -2.430 -4.742
H 0.164 -3.374 -4.874
H 1.423 -1.628 -3.915
H 1.815 0.457 -3.514
H 0.521 1.510 -3.172
H -1.947 -0.667 -3.424
H -1.504 0.928 -3.382
S -3.144 -0.931 -1.364
Sb -3.035 1.185 -0.320
S -1.653 0.779 1.666
S -1.148 2.275 -1.497

=====

> ΔE to the lowest compared entry with this formula, charge and spin of number 3 (C6H14HgN4O2S3Sb)?

0.0 kJ/mol